# 1
72
Properties=species:S:1:pos:R:3 method="wB97M-V/def2-TZVPD" e_tot_ha=-5662.9482 homo_lumo_gap_ev="7.484 / 7.921" total_charge=+2 multiplicity=3
V 1.3540 0.4295 0.3502
N 1.6454 0.2095 2.7157
N 3.0215 0.0052 2.9143
C 3.8815 0.3048 1.9241
N 5.1679 0.1057 2.0992
N 3.2866 0.8338 0.8313
N 4.0390 1.0302 -0.3168
O 3.3703 1.3457 -1.2875
O 5.2409 0.9098 -0.3313
H 1.3181 0.9839 3.2863
H 1.1256 -0.6242 2.9718
H 3.3625 -0.3241 3.8040
H 5.5194 -0.3298 2.9365
H 5.7917 0.2895 1.3249
C 1.7981 -0.3354 -3.2079
P 0.7723 0.5158 -1.9718
C -0.8597 -0.2031 -2.3509
C 0.6845 2.2670 -2.5350
C 0.2805 3.2111 -1.3940
P 1.3137 2.9758 0.1123
C 2.7974 3.9897 -0.2316
C 0.4855 4.0677 1.3202
H 1.3061 -0.2606 -4.1783
H 1.8848 -1.3874 -2.9374
H 2.7941 0.0932 -3.2664
H -1.1885 0.1273 -3.3365
H -1.6046 0.0483 -1.6030
H -0.7599 -1.2887 -2.3637
H -0.0148 2.3405 -3.3682
H 1.6726 2.5285 -2.9181
H -0.7427 3.0105 -1.0710
H 0.3291 4.2541 -1.7095
H 2.4950 5.0348 -0.2809
H 3.2758 3.7115 -1.1659
H 3.5190 3.8838 0.5799
H 0.3115 5.0397 0.8572
H 1.1298 4.2157 2.1892
H -0.4592 3.6459 1.6492
C -3.4986 -1.0500 2.2217
N -3.6430 -0.0688 1.1492
C -2.6782 0.6975 0.6408
Se -0.9792 0.9112 1.3827
N -3.2046 1.4126 -0.3653
C -4.5583 1.1104 -0.5175
C -5.5347 1.5919 -1.3776
C -6.8076 1.0842 -1.2061
C -7.0937 0.1323 -0.2155
C -6.1150 -0.3454 0.6342
C -4.8375 0.1665 0.4562
H -2.4510 -1.2998 2.3273
H -4.0522 -1.9444 1.9482
H -3.8916 -0.6480 3.1543
H -2.6892 2.0967 -0.8900
H -5.3170 2.3270 -2.1421
H -7.6056 1.4331 -1.8479
H -8.1070 -0.2300 -0.1102
H -6.3376 -1.0788 1.3979
O 3.1895 -1.5737 -0.3542
C 2.1607 -2.1690 -0.0674
N 0.9788 -1.4861 0.2169
C -0.0320 -2.4581 0.4769
O -1.1944 -2.2409 0.6927
C 0.6127 -3.8042 0.3964
C 0.0787 -5.0591 0.5904
C 0.9335 -6.1475 0.4229
C 2.2683 -5.9685 0.0681
C 2.7960 -4.6944 -0.1255
C 1.9400 -3.6277 0.0501
H -0.9622 -5.1908 0.8580
H 0.5519 -7.1504 0.5651
H 2.9045 -6.8340 -0.0631
H 3.8311 -4.5490 -0.4080


# 2
12
Properties=species:S:1:pos:R:3 method="wB97M-V/def2-TZVPD" smiles=COC#[N+][O-].C#C e_tot_ha=-360.4210 homo_lumo_gap_ev=9.875 total_charge=0
C 0.4753 0.1832 -1.8997
O 1.5340 -0.3019 -1.1045
C 1.3789 0.0270 0.1186
N 1.2851 0.5019 1.1710
O 1.0523 0.7724 2.3368
C -1.3886 -0.6381 1.5208
C -2.0916 -1.3015 0.7969
H -0.4299 -0.1226 -1.3949
H 0.5335 1.2602 -1.8189
H 0.5976 -0.2133 -2.9028
H -0.7946 -0.1191 2.2203
H -2.7803 -1.9069 0.2921


How do the records compare in energy above the lowest of the compared OMol25 structures with the same formula, charge and spin? In the order shown, they have 0.6828; 6.7610 eV.